{"formula": "C36H90N6Na3O16P", "method": "ωB97M-V/def2-TZVPD", "e_above_lowest_kcal_mol": 118.5, "total_energy_ha": -3786.24551, "lumo_ev": -0.52, "max_force_ha_per_bohr": 0.0523, "spin_multiplicity": 1, "species": ["Na", "Na", "Na", "P", "O", "O", "O", "O", "C", "O", "C", "C", "N", "C", "C", "O", "C", "H", "H", "H", "H", "H", "H", "H", "H", "H", "H", "H", "H", "H", "H", "H", "C", "O", "C", "C", "N", "C", "C", "O", "C", "H", "H", "H", "H", "H", "H", "H", "H", "H", "H", "H", "H", "H", "H", "H", "C", "O", "C", "C", "N", "C", "C", "O", "C", "H", "H", "H", "H", "H", "H", "H", "H", "H", "H", "H", "H", "H", "H", "H", "C", "O", "C", "C", "N", "C", "C", "O", "C", "H", "H", "H", "H", "H", "H", "H", "H", "H", "H", "H", "H", "H", "H", "H", "C", "O", "C", "C", "N", "C", "C", "O", "C", "H", "H", "H", "H", "H", "H", "H", "H", "H", "H", "H", "H", "H", "H", "H", "C", "O", "C", "C", "N", "C", "C", "O", "C", "H", "H", "H", "H", "H", "H", "H", "H", "H", "H", "H", "H", "H", "H", "H"], "positions_angstrom": [[-1.355, 1.750, -3.204], [-2.465, 1.056, 1.355], [1.604, 2.413, -0.194], [-0.678, 0.948, -0.568], [-0.479, 2.071, 0.504], [-2.148, 1.171, -1.075], [-0.513, -0.369, 0.239], [0.385, 1.083, -1.739], [3.902, -3.036, -8.486], [4.450, -3.555, -7.258], [4.067, -2.794, -6.147], [4.650, -3.431, -4.894], [4.114, -4.775, -4.511], [2.685, -4.677, -4.010], [2.450, -3.730, -2.773], [1.044, -3.807, -2.512], [0.495, -3.038, -1.438], [4.098, -3.800, -9.238], [4.429, -2.113, -8.725], [2.839, -2.799, -8.516], [2.978, -2.821, -6.105], [4.521, -1.804, -6.181], [4.710, -2.759, -4.038], [5.702, -3.583, -5.137], [4.184, -5.410, -5.293], [2.299, -5.646, -3.692], [2.028, -4.331, -4.808], [2.883, -2.740, -2.919], [2.989, -4.263, -1.991], [-0.568, -2.959, -1.666], [0.929, -2.054, -1.258], [0.638, -3.608, -0.520], [4.152, 1.236, -7.109], [3.329, 0.082, -7.095], [2.076, 0.228, -6.513], [2.185, 0.418, -4.982], [0.830, 0.433, -4.471], [0.129, -0.874, -4.664], [-1.182, -0.987, -3.867], [-2.212, -0.254, -4.412], [-3.466, -0.450, -3.691], [4.647, 1.434, -6.159], [3.662, 2.128, -7.498], [4.963, 1.007, -7.802], [1.491, -0.663, -6.742], [1.538, 1.015, -7.040], [2.655, 1.372, -4.742], [2.730, -0.405, -4.520], [0.851, 0.478, -3.462], [0.752, -1.676, -4.267], [-0.067, -1.058, -5.721], [-1.023, -0.842, -2.799], [-1.498, -2.030, -3.901], [-3.976, -1.349, -4.038], [-4.052, 0.467, -3.740], [-3.322, -0.610, -2.622], [-4.814, -5.110, 3.103], [-3.568, -4.801, 2.580], [-3.418, -3.389, 2.617], [-2.222, -2.835, 1.896], [-1.961, -1.401, 2.124], [-1.260, -1.192, 3.428], [-0.929, 0.328, 3.708], [-2.028, 1.221, 3.707], [-2.999, 0.987, 4.757], [-4.886, -4.964, 4.181], [-4.880, -6.174, 2.878], [-5.675, -4.747, 2.542], [-3.388, -3.105, 3.669], [-4.255, -2.783, 2.270], [-2.309, -2.889, 0.810], [-1.367, -3.470, 2.128], [-1.402, -1.084, 1.345], [-0.298, -1.702, 3.394], [-1.859, -1.671, 4.203], [-0.227, 0.685, 2.955], [-0.577, 0.349, 4.740], [-2.699, 1.166, 5.789], [-3.363, -0.040, 4.789], [-3.892, 1.530, 4.448], [0.138, 4.031, 10.535], [-0.100, 4.666, 9.241], [1.016, 5.197, 8.551], [0.616, 5.694, 7.215], [1.723, 5.984, 6.299], [1.239, 6.757, 5.189], [0.356, 5.851, 4.228], [1.091, 4.670, 3.935], [0.359, 3.913, 2.958], [-0.826, 3.749, 10.958], [0.508, 4.838, 11.166], [0.762, 3.140, 10.459], [1.843, 4.497, 8.434], [1.391, 5.968, 9.225], [0.006, 6.581, 7.383], [-0.059, 4.902, 6.892], [1.910, 5.079, 5.892], [2.072, 7.236, 4.675], [0.628, 7.569, 5.583], [0.227, 6.388, 3.289], [-0.621, 5.690, 4.686], [-0.583, 3.468, 3.278], [0.984, 3.027, 2.845], [0.195, 4.413, 2.004], [1.633, -3.837, 3.523], [2.201, -2.548, 3.324], [2.285, -2.147, 2.006], [2.524, -0.578, 1.923], [2.283, -0.030, 0.626], [3.078, -0.593, -0.458], [4.197, 0.340, -0.854], [4.657, 0.045, -2.184], [5.667, 0.893, -2.861], [1.427, -4.117, 4.556], [2.217, -4.597, 3.003], [0.590, -3.912, 3.217], [1.335, -2.357, 1.515], [3.058, -2.720, 1.494], [3.582, -0.419, 2.135], [1.830, -0.070, 2.593], [1.281, -0.043, 0.498], [2.509, -0.577, -1.388], [3.420, -1.607, -0.252], [5.019, 0.180, -0.157], [3.899, 1.386, -0.775], [5.686, 0.367, -3.816], [6.681, 0.805, -2.472], [5.395, 1.941, -2.987], [-4.776, -3.698, -0.997], [-5.315, -2.404, -1.202], [-4.676, -1.402, -0.413], [-5.385, -0.092, -0.729], [-4.647, 1.019, -0.273], [-5.283, 2.245, -0.685], [-4.399, 3.461, -0.382], [-4.106, 3.531, 1.007], [-3.287, 4.639, 1.425], [-5.108, -4.042, -0.018], [-3.687, -3.736, -1.024], [-5.180, -4.380, -1.745], [-3.612, -1.286, -0.620], [-4.845, -1.509, 0.658], [-6.326, -0.094, -0.179], [-5.488, -0.015, -1.812], [-3.703, 1.030, -0.631], [-6.257, 2.309, -0.202], [-5.458, 2.221, -1.761], [-4.958, 4.322, -0.749], [-3.516, 3.417, -1.021], [-3.688, 5.645, 1.296], [-2.271, 4.605, 1.034], [-3.136, 4.503, 2.496]]}